16
Properties=species:S:1:pos:R:3:forces:R:3 method="wB97M-V/def2-TZVPD" charge=+2 spin_multiplicity=5 homo_ev="-20.43 / -20.54" total_energy_ev=-18133.26593 gap_ev="9.499 / 7.472" s_squared=6.0101
Rh -1.01602 -0.69100 4.68562 0.849 0.247 -0.238
F -2.32013 -1.47530 5.55814 -1.615 -1.091 1.002
O -1.32554 0.96317 3.39439 -0.407 0.749 -0.361
O 0.57514 0.42019 4.97764 -0.333 0.326 -0.283
O 0.16974 0.04133 2.11044 0.789 -2.643 -1.362
O -1.16150 0.95001 0.48956 -1.422 -1.397 2.494
C 1.14562 0.98275 2.73203 -1.029 0.574 -0.803
C 0.49513 1.31849 4.06498 0.996 0.548 -0.368
C -0.85909 0.46190 1.49253 3.590 2.377 -1.360
C -2.25935 2.05368 3.32124 -0.726 0.655 0.867
H -2.18183 2.63136 4.24834 -0.091 0.156 -0.315
H 0.51966 2.39155 4.32378 -0.587 -0.371 0.268
H -2.01374 2.65026 2.43480 -0.128 0.015 0.316
H 2.09919 0.45464 2.81443 -0.247 -0.091 0.023
H -3.27268 1.64840 3.25110 0.159 0.062 -0.116
H 1.20420 1.84579 2.05896 0.202 -0.116 0.237